1.
A cluster of 2 separate species, H4S3 in total, computed with wB97M-V/def2-TZVPD.

Properties
Maximum force (hartree/bohr): 0.00440
HOMO level (eV): -8.79
DFT total energy (eV): -32570.1139
Orbital gap (eV): 8.91
Energy above the lowest of the compared OMol25 structures with the same formula, charge and spin (kcal per mole): 5.45

XYZ file:
```
7
Properties=species:S:1:pos:R:3:forces:R:3
S 1.664 1.614 -0.889 0.0685 -0.0606 0.0150
S -2.310 -1.028 -0.289 -0.0375 0.1375 -0.0840
S 1.357 0.200 0.625 0.1533 -0.1654 -0.0196
H -1.219 -0.567 0.340 -0.0617 -0.0229 0.0430
H -2.198 -2.241 0.257 0.0524 -0.0947 0.0470
H 2.106 0.837 1.532 -0.0740 0.1318 0.0325
H 0.600 1.185 -1.575 -0.1010 0.0741 -0.0338
```
Positions in Å, forces in eV/Å.

Atomic charges from the Löwdin analysis, expressed in e, are listed below: 0.24, 0.47, 0.23, -0.30, -0.22, -0.20, -0.21

=====

2.
An isolated molecule of C4H6O2S in a non-equilibrium geometry, computed with wB97M-V/def2-TZVPD.

Properties
Maximum force (hartree/bohr): 0.03932
HOMO level (eV): -8.86
DFT total energy (eV): -19173.4333
Orbital gap (eV): 9.37
Energy above the lowest of the compared OMol25 structures with the same formula, charge and spin (kcal per mole): 43.20

XYZ file:
```
13
Properties=species:S:1:pos:R:3:forces:R:3
S 1.272 2.378 -1.293 0.2151 0.0330 -0.1428
O 0.217 1.113 0.723 0.6829 -0.4939 -0.7982
O 1.188 -0.185 -0.930 0.2518 -0.2002 0.0968
C 0.925 1.018 -0.506 -1.5242 0.8869 0.9895
C -1.907 0.265 -0.157 0.3852 -0.2141 1.6994
C 1.303 -1.297 -0.009 0.3317 -0.0032 -0.9302
C -1.053 0.597 0.822 -1.0964 0.0860 0.6155
H -1.720 0.371 -1.199 0.2210 -0.0779 -0.5937
H 0.331 -1.771 0.052 -0.1064 -0.1111 0.3037
H -1.407 0.601 1.901 0.8021 -0.2077 -1.4527
H -2.830 -0.195 0.203 0.1463 0.3968 -0.4136
H 2.004 -1.949 -0.561 -0.2849 0.1597 0.7584
H 1.676 -0.948 0.954 -0.0242 -0.2541 -0.1320
```
Positions in Å, forces in eV/Å.

Atom charges from the Löwdin analysis, given in e for atoms 1 to 8: 0.78, -0.10, -0.11, -0.94, 0.03, -0.01, -0.22, 0.06

=====

3.
An isolated molecule of C2H5Cl2NOS in a non-equilibrium geometry, computed with wB97M-V/def2-TZVPD.

Properties
Maximum force (hartree/bohr): 0.10751
HOMO level (eV): -9.89
DFT total energy (eV): -41569.5559
Orbital gap (eV): 8.76
Energy above the lowest of the compared OMol25 structures with the same formula, charge and spin (kcal per mole): 36.80

XYZ file:
```
12
Properties=species:S:1:pos:R:3:forces:R:3
Cl -2.613 0.111 1.724 -0.0199 -0.4510 0.4042
Cl -0.017 -0.743 -2.245 0.8277 0.4889 0.8504
S 1.093 0.267 -0.656 2.8077 -4.2579 2.0555
O 1.371 1.581 -1.092 0.2662 1.2814 -0.8743
N 2.398 -0.672 -0.010 -4.6408 2.7009 -1.3166
C -0.251 0.486 0.631 -0.3769 -0.9095 -4.3828
C -1.500 -0.342 0.388 0.8005 3.2795 2.2347
H -0.287 1.508 0.523 -1.0699 2.4293 -0.2996
H -1.156 -1.302 0.441 -0.2190 -2.8593 -0.1646
H -2.048 0.025 -0.414 -0.4447 -0.1897 -1.9090
H 0.268 0.345 1.463 1.9092 -1.3837 3.9552
H 2.742 -1.264 -0.752 0.1597 -0.1290 -0.5532
```
Positions in Å, forces in eV/Å.

Atom charges from the Löwdin analysis, given in e for atoms 1 to 8: 0.58, 0.26, 0.54, -0.38, -0.22, -0.32, -0.60, 0.06

=====

4.
A cluster of 2 separate species, C7H12O in total in a non-equilibrium geometry, computed with wB97M-V/def2-TZVPD.

Properties
Maximum force (hartree/bohr): 0.02575
HOMO level (eV): -8.77
DFT total energy (eV): -9499.2570
Orbital gap (eV): 9.59
Energy above the lowest of the compared OMol25 structures with the same formula, charge and spin (kcal per mole): 36.01

XYZ file:
```
20
Properties=species:S:1:pos:R:3:forces:R:3
O 0.632 1.477 2.673 0.2973 0.3366 -0.5159
C 0.266 -0.316 -0.232 -0.1342 -0.3823 0.4250
C 1.488 -0.068 -0.698 -0.7529 0.3351 0.1452
C -2.228 -0.399 -0.568 0.0990 -0.1461 -0.2318
C -1.002 0.410 -0.424 -0.3689 0.2104 0.2113
C -2.318 -1.721 -0.528 -0.7651 -0.1680 -0.1101
C 2.654 -0.979 -0.391 -1.2424 0.3888 0.2409
C -1.143 1.731 -0.310 0.2258 0.1149 -0.1963
H 0.767 2.428 2.785 -0.0815 -0.2444 0.1132
H 0.885 1.328 1.745 -0.1932 -0.1562 0.4171
H -2.104 2.221 -0.400 -0.0768 -0.1242 -0.0358
H 3.447 -0.453 0.122 0.4825 0.0708 -0.2593
H 0.114 -1.184 0.404 0.2330 -0.1642 -0.0088
H -0.306 2.377 -0.111 0.2431 0.1107 0.0091
H -1.502 -2.386 -0.348 0.5551 -0.1817 0.0040
H 2.281 -1.736 0.293 0.0589 -0.1539 0.1370
H 2.947 -1.498 -1.288 0.6352 0.0128 -0.3256
H -3.280 -2.214 -0.670 0.1905 0.2151 0.0900
H 1.544 0.828 -1.319 0.6033 -0.2572 -0.1074
H -3.143 0.155 -0.736 -0.0084 0.1832 -0.0016
```
Positions in Å, forces in eV/Å.

Atom charges from the Löwdin analysis, given in e for atoms 1 to 8: -0.07, -0.12, -0.14, -0.15, -0.32, 0.02, -0.08, 0.06